Entry 1:
{
  "formula": "C4H10NO",
  "method": "wB97M-V/def2-TZVPD",
  "elements": ["C", "N", "C", "C", "C", "O", "H", "H", "H", "H", "H", "H", "H", "H", "H", "H"],
  "xyz": [[1.22, 0.45, -0.43], [3.92, 0.14, -0.08], [2.46, -0.25, 0.21], [-3.36, 0.26, 0.71], [-4.05, -0.64, -0.08], [-5.27, -0.94, -0.14], [0.79, 1.18, 0.25], [0.51, -0.30, -0.76], [1.56, 0.99, -1.32], [3.20, 0.94, 0.16], [2.28, -1.25, -0.21], [2.39, -0.39, 1.28], [-2.30, 0.05, 0.85], [-3.94, 0.88, 1.38], [-3.39, -1.29, -0.73], [3.97, 0.17, -1.10]],
  "lowdin_charge": [-0.0912, -0.0224, -0.3888, -0.1501, -0.6161, -0.2241, 0.0673, 0.0710, 0.0670, 0.0583, 0.0901, 0.1022, -0.0414, -0.0140, 0.0557, 0.0364],
  "relative_energy_kcal_mol": 58.9,
  "charge": -1,
  "molar_mass_g_mol": 88.1,
  "homo_lumo_gap_ev": 5.3,
  "e_homo_ev": -2.099,
  "e_lumo_ev": 3.19
}


Entry 2:
{
  "formula": "C17H27Cl6FO6",
  "method": "wB97M-V/def2-TZVPD",
  "elements": ["C", "Cl", "Cl", "H", "H", "C", "Cl", "Cl", "H", "H", "C", "Cl", "Cl", "H", "H", "C", "C", "O", "C", "O", "O", "C", "H", "H", "H", "H", "H", "H", "H", "H", "C", "C", "O", "C", "O", "O", "C", "H", "H", "H", "H", "H", "H", "H", "H", "F", "C", "C", "C", "C", "C", "C", "H", "H", "H", "H", "H"],
  "xyz": [[2.41, 0.05, -0.31], [1.21, -1.23, -0.49], [4.04, -0.60, -0.72], [2.25, 0.83, -1.04], [2.36, 0.43, 0.70], [1.63, -4.50, 1.08], [2.80, -4.38, 2.44], [2.60, -4.57, -0.45], [1.05, -5.40, 1.15], [1.11, -3.55, 1.02], [1.58, 0.29, -5.31], [1.62, 1.12, -3.75], [0.29, -0.91, -5.38], [1.58, 1.02, -6.11], [2.53, -0.23, -5.39], [2.21, 3.65, 4.83], [3.60, 3.11, 4.56], [4.17, 3.58, 3.34], [3.73, 3.07, 2.21], [2.87, 2.21, 2.12], [4.32, 3.69, 1.20], [3.88, 3.34, -0.09], [1.96, 3.43, 5.88], [1.42, 3.18, 4.25], [2.20, 4.74, 4.78], [3.67, 2.03, 4.63], [4.23, 3.54, 5.34], [4.22, 4.11, -0.79], [2.80, 3.46, -0.19], [4.28, 2.41, -0.47], [-6.29, -4.26, -3.71], [-5.40, -3.62, -2.69], [-4.04, -3.92, -2.98], [-3.14, -3.81, -2.02], [-3.34, -3.63, -0.86], [-1.94, -3.93, -2.62], [-0.87, -3.85, -1.71], [-7.30, -3.87, -3.65], [-6.27, -5.34, -3.59], [-5.89, -4.02, -4.70], [-5.64, -4.05, -1.70], [-5.51, -2.54, -2.59], [-0.89, -2.93, -1.11], [0.06, -3.72, -2.26], [-0.79, -4.69, -1.02], [-3.40, 4.43, 2.48], [-2.60, 3.45, 2.03], [-2.92, 2.84, 0.84], [-2.04, 1.92, 0.28], [-0.87, 1.61, 0.94], [-0.62, 2.11, 2.22], [-1.52, 3.00, 2.77], [-3.87, 3.15, 0.41], [-2.25, 1.50, -0.70], [-0.13, 1.07, 0.35], [0.27, 1.82, 2.75], [-1.39, 3.39, 3.78]],
  "lowdin_charge": [-1.0074, 0.5660, 0.5054, -0.0311, 0.0080, -0.9626, 0.4874, 0.4491, 0.0261, -0.0304, -1.0286, 0.5179, 0.5180, 0.0319, 0.0230, -0.0572, -0.2017, 0.0508, -0.5958, 0.1018, 0.0294, -0.0532, 0.0836, 0.0505, 0.0879, 0.1282, 0.1230, 0.0978, 0.1029, 0.0756, -0.0646, -0.2308, 0.0386, -0.6187, 0.1467, 0.0185, -0.0884, 0.0795, 0.0811, 0.0817, 0.1245, 0.1318, 0.0570, 0.0796, 0.0937, 0.0622, -0.2974, -0.0173, -0.0749, -0.0907, -0.0696, -0.0212, 0.1184, 0.1063, 0.0557, 0.0867, 0.1155],
  "relative_energy_kcal_mol": 0.0,
  "molar_mass_g_mol": 559.1,
  "homo_lumo_gap_ev": 9.7,
  "e_homo_ev": -9.205,
  "smiles": "CCOC(=O)OC.CCOC(=O)OC.Fc1ccccc1.ClCCl.ClCCl.ClCCl",
  "e_lumo_ev": 0.53
}


Entry 3:
{
  "formula": "C24H25N3O3S2",
  "method": "wB97M-V/def2-TZVPD",
  "elements": ["C", "H", "H", "H", "C", "N", "C", "C", "C", "C", "C", "C", "C", "C", "C", "C", "C", "C", "H", "H", "H", "H", "H", "N", "C", "O", "C", "C", "C", "N", "S", "O", "O", "C", "C", "C", "C", "S", "H", "H", "H", "C", "C", "H", "H", "H", "H", "H", "H", "H", "H", "H", "H", "H", "H", "H", "H"],
  "xyz": [[-5.47, -1.25, 1.39], [-6.43, -1.34, 0.89], [-4.71, -1.74, 0.78], [-5.53, -1.76, 2.35], [-5.12, 0.22, 1.60], [-3.85, 0.38, 2.26], [-2.62, 0.42, 1.63], [-2.31, 0.39, 0.28], [-0.98, 0.46, -0.09], [0.03, 0.55, 0.86], [-0.27, 0.57, 2.22], [-1.60, 0.50, 2.61], [-2.26, 0.49, 3.88], [-1.80, 0.55, 5.19], [-2.72, 0.51, 6.22], [-4.09, 0.42, 5.95], [-4.57, 0.36, 4.65], [-3.64, 0.40, 3.62], [-5.63, 0.29, 4.46], [-4.79, 0.39, 6.77], [-2.39, 0.56, 7.24], [-0.74, 0.62, 5.40], [0.51, 0.63, 2.96], [1.39, 0.61, 0.51], [1.95, 0.73, -0.72], [1.32, 0.88, -1.75], [3.48, 0.65, -0.69], [4.06, 1.10, -2.04], [4.92, 0.02, -2.69], [4.26, -1.26, -2.75], [3.54, -1.70, -4.18], [4.41, -1.28, -5.24], [3.19, -3.08, -4.06], [2.04, -0.77, -4.34], [1.87, 0.42, -4.98], [0.54, 0.88, -4.91], [-0.27, 0.02, -4.22], [0.58, -1.35, -3.65], [-1.32, 0.13, -4.02], [0.20, 1.79, -5.36], [2.67, 0.92, -5.48], [3.57, -1.71, -1.56], [3.89, -0.80, -0.38], [4.96, -0.84, -0.16], [3.35, -1.17, 0.50], [3.88, -2.74, -1.35], [2.49, -1.72, -1.73], [5.86, -0.10, -2.15], [5.16, 0.28, -3.73], [3.22, 1.33, -2.71], [4.66, 2.01, -1.93], [3.84, 1.30, 0.11], [2.02, 0.56, 1.29], [-0.72, 0.44, -1.14], [-3.08, 0.32, -0.48], [-5.88, 0.71, 2.21], [-5.07, 0.74, 0.64]],
  "lowdin_charge": [-0.0623, 0.0725, 0.0735, 0.0741, -0.1872, -0.0190, -0.1570, 0.0057, -0.0028, -0.2080, 0.0446, -0.0978, -0.1051, -0.0230, -0.1002, -0.0917, -0.0160, -0.1555, 0.1039, 0.1005, 0.0974, 0.1092, 0.1179, 0.1337, -0.4245, 0.0375, -0.2050, -0.1067, -0.1852, -0.2267, 0.6098, -0.2785, -0.2840, -0.6013, -0.1505, -0.1682, -0.3901, 1.0540, 0.0674, 0.1054, 0.1188, -0.1855, -0.1236, 0.1214, 0.1170, 0.1281, 0.0898, 0.1260, 0.1144, 0.0993, 0.1198, 0.1437, 0.1413, 0.0875, 0.1071, 0.1168, 0.1173],
  "relative_energy_kcal_mol": 11.5,
  "molar_mass_g_mol": 467.6,
  "homo_lumo_gap_ev": 8.1,
  "e_homo_ev": -7.686,
  "smiles": "CCn1c2ccccc2c2cc(NC(=O)C3CCN(S(=O)(=O)c4cccs4)CC3)ccc21",
  "e_lumo_ev": 0.45
}


Entry 4:
{
  "formula": "C3H17B3Be2Cl7",
  "method": "wB97M-V/def2-TZVPD",
  "elements": ["Be", "Be", "B", "H", "H", "H", "H", "B", "H", "H", "H", "H", "B", "H", "H", "H", "H", "C", "Cl", "Cl", "Cl", "H", "C", "Cl", "Cl", "H", "H", "C", "Cl", "Cl", "H", "H"],
  "xyz": [[11.41, -1.06, 1.94], [7.89, 0.15, 0.04], [9.94, -1.49, -0.21], [9.23, -1.73, -0.99], [10.19, -0.44, -0.29], [9.51, -1.75, 0.75], [10.81, -2.13, -0.28], [9.47, 0.85, 1.91], [10.30, 0.80, 1.23], [8.95, -0.08, 2.07], [9.78, 1.22, 2.88], [8.73, 1.52, 1.49], [6.44, -0.25, -1.90], [5.82, -0.51, -1.05], [6.66, 0.80, -1.81], [7.36, -0.81, -1.87], [5.91, -0.47, -2.82], [10.47, -4.61, -1.89], [10.03, -5.49, -3.36], [12.05, -5.06, -1.32], [9.28, -4.87, -0.60], [10.38, -3.53, -2.01], [6.03, -3.90, 2.18], [4.35, -3.50, 1.80], [7.08, -2.49, 1.92], [6.00, -4.10, 3.25], [6.34, -4.76, 1.59], [14.95, -3.09, 0.69], [14.86, -3.42, 2.47], [13.53, -2.20, 0.15], [15.90, -2.61, 0.46], [14.94, -4.01, 0.11]],
  "lowdin_charge": [1.1983, 0.9786, -0.5015, -0.0119, -0.0421, -0.0966, -0.0783, -0.3182, -0.0478, -0.0755, -0.0050, 0.0162, -0.2824, -0.0506, -0.0489, -0.0759, 0.0143, -1.4928, 0.8562, 0.7474, 0.8265, 0.0102, -0.9742, 0.5778, 0.5379, 0.0350, 0.0317, -0.9257, 0.5311, 0.5735, 0.0590, 0.0336],
  "multiplicity": 2,
  "charge": 2,
  "molar_mass_g_mol": 351.8,
  "s2": 0.75,
  "homo_lumo_gap_ev": [4.6, 2.2],
  "e_homo_ev": [-15.876, -15.748],
  "e_lumo_ev": [-11.28, -13.53]
}


Entry 5:
{
  "formula": "C3H6Cl2",
  "method": "wB97M-V/def2-TZVPD",
  "elements": ["C", "C", "C", "H", "H", "H", "H", "H", "H", "Cl", "Cl"],
  "xyz": [[0.16, -1.07, 1.32], [0.12, -0.24, -0.03], [-0.48, -1.26, -1.07], [0.35, -2.34, 1.32], [-1.16, -0.82, 1.96], [1.14, -0.32, 1.77], [-0.23, -1.12, -2.26], [-0.17, -2.63, -0.83], [-1.72, -1.53, -0.83], [-1.24, 0.85, 0.22], [1.42, 0.57, -0.36]],
  "lowdin_charge": [-0.2327, -1.6082, -0.2517, 0.1136, 0.1587, 0.1001, 0.0981, 0.1448, 0.1186, 0.5775, 0.7812],
  "relative_energy_kcal_mol": 139.1,
  "molar_mass_g_mol": 113.0,
  "homo_lumo_gap_ev": 11.1,
  "e_homo_ev": -10.378,
  "e_lumo_ev": 0.68
}


Entry 6:
{
  "formula": "C23H29N6O2Tl",
  "method": "wB97M-V/def2-TZVPD",
  "elements": ["Tl", "C", "C", "C", "N", "C", "C", "C", "C", "C", "C", "C", "N", "C", "C", "C", "N", "C", "C", "C", "C", "C", "C", "C", "N", "C", "C", "H", "H", "H", "H", "H", "H", "H", "H", "H", "H", "H", "H", "H", "H", "H", "H", "H", "H", "H", "H", "H", "H", "H", "H", "H", "H", "N", "N", "C", "O", "O", "H", "H", "H"],
  "xyz": [[5.42, 3.07, 15.15], [4.46, 4.12, 19.08], [5.29, 5.35, 18.68], [5.54, 5.50, 17.20], [6.41, 4.44, 16.64], [7.70, 4.41, 16.75], [8.37, 5.54, 17.28], [9.62, 5.63, 17.87], [10.50, 4.56, 18.16], [10.40, 3.27, 17.72], [9.48, 2.62, 16.85], [8.31, 3.13, 16.27], [7.59, 2.44, 15.42], [8.17, 1.35, 14.55], [7.13, 0.32, 14.13], [6.25, -0.22, 15.26], [5.07, 0.63, 15.58], [4.21, 0.21, 16.45], [4.28, -1.10, 17.05], [3.39, -1.73, 17.87], [2.03, -1.50, 18.02], [1.30, -0.45, 17.49], [1.81, 0.79, 17.03], [3.17, 1.21, 16.85], [3.61, 2.42, 16.90], [2.61, 3.46, 17.35], [2.99, 4.23, 18.62], [5.00, 3.24, 18.77], [4.52, 4.07, 20.16], [4.72, 6.28, 18.93], [6.28, 5.38, 19.22], [4.54, 5.38, 16.75], [5.88, 6.51, 16.90], [7.69, 6.39, 17.42], [9.91, 6.63, 18.27], [11.37, 4.82, 18.80], [11.24, 2.61, 17.99], [9.71, 1.63, 16.55], [8.63, 1.84, 13.63], [8.94, 0.81, 15.11], [6.48, 0.74, 13.33], [7.69, -0.51, 13.62], [5.88, -1.23, 14.93], [6.90, -0.37, 16.12], [5.20, -1.64, 16.76], [3.77, -2.49, 18.54], [1.44, -2.13, 18.66], [0.20, -0.49, 17.60], [1.11, 1.60, 16.92], [2.43, 4.08, 16.48], [1.66, 2.95, 17.58], [2.72, 5.26, 18.31], [2.27, 3.89, 19.40], [6.93, 6.55, 12.38], [6.39, 5.63, 13.31], [5.23, 5.97, 14.07], [4.60, 4.99, 14.60], [4.82, 7.12, 14.06], [6.39, 7.42, 12.51], [6.77, 6.18, 11.46], [6.76, 4.70, 13.27]],
  "lowdin_charge": [0.7391, -0.1982, -0.2035, -0.2393, -0.0226, -0.2235, -0.0442, -0.1205, -0.1895, -0.1427, -0.0505, -0.2628, -0.0807, -0.2305, -0.2431, -0.2512, -0.0476, -0.2740, -0.0668, -0.1588, -0.1997, -0.1333, -0.0507, -0.2832, 0.0089, -0.2120, -0.1767, 0.0959, 0.0862, 0.1140, 0.1107, 0.0904, 0.1188, 0.0906, 0.0940, 0.0752, 0.0901, 0.0605, 0.1270, 0.0756, 0.0841, 0.1029, 0.1050, 0.1101, 0.0735, 0.0799, 0.0593, 0.0871, 0.0615, 0.1061, 0.0669, 0.1069, 0.1028, -0.0253, -0.0526, -0.7827, -0.2942, -0.0239, 0.0588, 0.0370, 0.0655],
  "charge": -2,
  "molar_mass_g_mol": 625.9,
  "homo_lumo_gap_ev": 3.5,
  "e_homo_ev": 1.316,
  "e_lumo_ev": 4.86
}


So what do the calculations give for largest force on an atom? Going down the list: 5.52, 1.78, 1.09, 5.06, 9.61, 4.11 eV Å⁻¹.